1.
This record from the OMol25 dataset describes a 2-piece molecular cluster, C30H32BF3O2S2 overall. The level of theory is ωB97M-V/def2-TZVPD.

Geometry as XYZ:
```
70
Properties=species:S:1:pos:R:3:forces:R:3
C -1.273080 -3.672036 -1.972584 -0.37 -0.14 0.06
C -0.497873 -2.499979 -2.446204 1.43 0.01 -0.41
C 0.885191 -2.407432 -2.536607 -1.01 -0.18 0.16
C 1.334732 -1.144754 -2.985055 -0.73 0.85 0.03
C 0.292447 -0.249289 -3.197055 0.24 -2.36 -0.05
B 0.130956 -0.740937 1.778654 -0.38 -0.30 -3.71
C 0.368465 1.057189 -3.723373 0.41 1.94 -0.94
C 1.481317 1.700868 -4.252514 -0.92 -0.57 0.47
C 1.176227 2.992977 -4.741728 -0.92 0.32 0.12
C -0.160530 3.337328 -4.591789 1.36 -0.42 -0.15
C -0.784034 4.610785 -5.026262 -0.28 0.17 0.03
S -1.050684 2.079158 -3.827944 0.83 -0.16 -0.06
O -1.023832 -1.388831 2.141221 0.77 0.04 0.34
C -0.574221 -2.453914 3.009402 -0.03 -0.14 0.03
C -1.671240 -2.668914 4.025907 0.01 -0.10 0.57
C -0.440024 -3.721531 2.156576 0.12 -0.11 -0.10
C 0.819463 -1.911853 3.553917 -0.23 0.23 0.48
C 0.692732 -1.126631 4.854251 -0.06 0.09 0.19
C 1.917327 -2.942215 3.704610 0.13 -0.34 -0.07
O 1.238778 -0.961519 2.529051 -0.60 -0.27 0.12
S -1.249269 -1.063665 -3.014109 0.76 0.08 0.12
H -0.592493 -4.508340 -1.784717 -0.17 0.10 -0.04
H -1.805674 -3.437930 -1.039590 0.05 -0.14 -0.20
H -2.009259 -3.968166 -2.730079 0.07 -0.11 0.25
H 1.533145 -3.241776 -2.272017 -0.12 0.24 -0.03
H 2.375779 -0.856991 -3.113011 -0.22 -0.11 0.14
H 2.458655 1.225662 -4.272401 -0.19 0.19 -0.05
H 1.898941 3.668537 -5.197835 -0.19 -0.19 0.11
H -0.007890 5.263944 -5.431418 -0.16 0.00 0.05
H -1.539133 4.438673 -5.801489 0.08 0.11 0.11
H -1.266166 5.107838 -4.178163 0.02 0.09 -0.19
H -1.471455 -3.577622 4.605413 -0.08 0.15 0.03
H -1.760749 -1.822636 4.715011 -0.06 -0.18 -0.18
H -2.628549 -2.796706 3.505855 0.27 0.02 0.06
H -0.242596 -4.594941 2.793563 0.03 0.22 -0.16
H -1.383359 -3.904965 1.623393 0.22 0.14 0.17
H 0.366065 -3.648943 1.411040 -0.24 0.07 0.17
H 0.445735 -1.797797 5.685919 -0.03 0.16 -0.13
H 1.654544 -0.650765 5.086314 -0.22 -0.10 -0.14
H -0.071414 -0.340995 4.784142 0.16 -0.20 0.00
H 1.648106 -3.666086 4.483346 0.04 0.08 -0.14
H 2.104165 -3.485378 2.771976 -0.02 0.12 0.20
H 2.849522 -2.450843 4.010037 -0.24 -0.06 -0.09
F -4.426049 3.534983 2.554524 0.17 0.32 -0.95
C -4.025468 3.721759 1.253642 -0.29 0.30 0.13
F -5.139193 3.620530 0.474618 0.71 0.13 0.61
F -3.585150 5.015418 1.157868 -0.42 -0.86 0.17
C -2.954519 2.737112 0.876213 -0.53 0.40 -0.12
C -3.242160 1.687133 0.016279 0.23 0.03 0.17
C -2.243041 0.764286 -0.273680 0.00 -0.24 -0.03
C -0.976636 0.873097 0.298838 -0.04 0.23 -0.16
C 0.102586 -0.166159 0.111382 -0.02 0.06 3.56
C 1.475686 0.348587 -0.187596 0.54 0.26 -0.76
C 1.696036 1.619449 -0.741077 0.13 -0.19 0.19
C 2.988658 2.057120 -1.035466 0.04 -0.19 0.14
C 4.081730 1.220728 -0.793251 -0.15 -0.05 -0.03
C 3.871782 -0.061964 -0.269951 -0.16 0.13 -0.06
C 2.580210 -0.491435 0.025538 0.08 0.27 -0.22
C -0.726176 1.936642 1.185241 -0.19 0.25 -0.12
C -1.696596 2.892813 1.447135 0.26 -0.43 -0.03
H -4.231686 1.589964 -0.420260 0.16 0.01 0.09
H -2.462535 -0.076096 -0.934626 0.09 0.36 0.26
H -0.211143 -1.010981 -0.513110 0.15 0.22 0.21
H 0.843455 2.270986 -0.946218 0.28 -0.18 0.04
H 3.131662 3.057477 -1.451806 0.01 -0.34 0.09
H 5.091896 1.560261 -1.022683 -0.24 -0.08 0.08
H 4.713969 -0.731744 -0.084955 -0.20 0.23 -0.09
H 2.411011 -1.497327 0.409885 0.11 0.27 -0.06
H 0.247167 2.010681 1.673060 -0.16 0.03 -0.18
H -1.484268 3.738097 2.096803 -0.08 -0.18 -0.05
```
Positions in Å, forces in eV/Å.

As for the structure (SMILES): CC1(C)OB([C@H](c2ccccc2)c2ccc(C(F)(F)F)cc2)OC1(C)C.Cc1ccc(-c2ccc(C)s2)s1. The relative energy (zero: lowest compared OMol25 entry of this formula, charge and spin) comes out at 0.00 kcal/mol. The LUMO energy comes out at 0.3 eV.

***

2.
This record from the OMol25 dataset describes a 2-piece molecular cluster, C4H12N2Si overall. The level of theory is ωB97M-V/def2-TZVPD.

Geometry as XYZ:
```
19
Properties=species:S:1:pos:R:3:forces:R:3
C -1.778532 1.946029 -1.467648 -0.95 -1.27 0.32
C -0.911870 0.826786 -0.912212 0.44 1.56 1.22
C -0.156551 -3.598739 -0.068877 2.69 0.57 2.01
C 1.377518 -0.204471 0.991806 -0.33 0.60 -2.64
N 0.976434 2.718783 0.614307 -0.85 2.38 -0.66
N 0.964042 -3.581343 0.524140 0.37 -0.85 2.09
Si 0.362856 1.202712 0.180235 -0.04 -2.29 0.35
H -2.135463 2.613760 -0.688468 0.93 1.02 0.05
H -2.807264 1.520644 -1.612830 0.97 0.17 -1.25
H -1.332896 -0.147270 -0.970732 0.21 -0.85 -0.13
H 0.020008 -4.027424 -0.966583 -0.76 -0.86 -3.52
H -1.223860 2.371792 -2.320671 -1.22 0.38 0.16
H -1.052747 -3.195066 0.264541 -1.87 0.33 0.74
H 2.228402 -0.376728 0.320693 0.31 0.40 0.29
H 1.712392 -0.020000 1.964886 0.46 0.18 1.50
H 0.894042 -1.157048 0.866731 -0.69 -0.17 0.43
H 1.351141 2.936810 1.537471 -0.14 -0.26 -0.55
H 0.534607 3.587057 0.178637 0.92 -1.73 0.93
H 0.977741 -3.416284 1.564576 -0.46 0.69 -1.34
```
Positions in Å, forces in eV/Å.

As for the structure (SMILES): C/C=[Si](/C)N.C=N. The relative energy (zero: lowest compared OMol25 entry of this formula, charge and spin) comes out at 75.21 kcal/mol. The LUMO energy comes out at 0.6 eV.

***

3.
This record from the OMol25 dataset describes a 2-piece molecular cluster, C3H9OSi overall. The level of theory is ωB97M-V/def2-TZVPD.

Geometry as XYZ:
```
14
Properties=species:S:1:pos:R:3:forces:R:3
C -2.264898 -0.071799 -0.656541 1.89 -0.66 0.13
C -3.258990 -0.204463 0.306527 1.22 1.15 2.11
C 3.464074 0.593804 -0.408384 0.58 -1.88 2.51
O 0.611615 -0.120295 0.329426 -4.47 0.92 -1.24
Si 2.044968 -0.398806 0.467940 4.73 0.70 -0.05
H -1.275282 0.038700 -0.131275 -0.01 0.03 -1.12
H -2.229926 -0.216226 -1.734160 -0.60 0.18 -0.04
H -4.285368 -0.029138 0.237832 -1.73 0.57 -1.00
H -3.289182 -1.313522 0.444946 0.70 -0.19 0.19
H -2.789834 0.309276 1.195046 -1.09 -1.08 -0.22
H 3.276652 1.554753 0.031708 0.30 0.74 0.60
H 4.566628 0.294867 -0.340099 -1.82 0.28 0.14
H 3.174076 0.741778 -1.380179 -0.54 0.08 -2.69
H 2.255468 -1.178927 1.637219 0.84 -0.83 0.67
```
Positions in Å, forces in eV/Å.

The net charge is +1. The relative energy (zero: lowest compared OMol25 entry of this formula, charge and spin) comes out at 50.78 kcal/mol. The LUMO energy comes out at -7.0 eV.

***

4.
This record from the OMol25 dataset describes C8H10ClNO2 as an isolated structure. The level of theory is ωB97M-V/def2-TZVPD.

Geometry as XYZ:
```
22
Properties=species:S:1:pos:R:3:forces:R:3
C 0.774804 -2.184406 -0.117393 2.31 -2.73 -1.71
C -0.525686 -1.562494 0.020808 -1.28 -0.86 -0.17
C -0.418466 -0.102441 0.180792 -1.25 -2.42 -1.19
C -0.278880 0.375796 1.436946 0.40 1.13 -0.64
C -0.155547 1.726905 1.568204 1.44 1.00 -1.33
C -0.221203 2.510005 0.380449 -2.33 1.49 -0.60
C -0.592192 2.082535 -0.955542 2.13 -4.59 4.95
C -0.572602 0.604998 -0.963681 -0.61 3.64 -4.02
H 1.796851 -0.445187 -1.249575 -1.20 -5.34 -0.66
H 2.163919 -2.417840 -1.495399 -0.11 1.67 -0.36
H 0.448133 -3.444839 -0.389150 1.66 3.47 1.39
H 1.496145 -1.955557 0.838992 -1.69 -1.10 -2.12
H -0.777027 -1.984157 0.971000 -1.54 -0.25 0.59
H -1.150691 -1.898281 -0.864008 0.44 0.55 1.43
H -0.167439 -0.284740 2.271879 -0.01 -0.41 0.42
H -0.554570 1.263199 3.208064 3.60 4.75 -0.10
H -0.601288 2.725907 -1.772393 -0.38 0.94 -1.17
H -0.873857 0.420678 -2.975527 0.09 0.31 0.60
N 1.370240 -1.735512 -1.430238 2.15 2.51 1.93
O 0.174863 2.201576 2.823551 -4.55 -4.24 1.12
O -0.753743 -0.132312 -2.191606 -0.02 0.92 1.83
Cl -0.581763 4.236166 0.703825 0.75 -0.42 -0.18
```
Positions in Å, forces in eV/Å.

The relative energy (zero: lowest compared OMol25 entry of this formula, charge and spin) comes out at 138.04 kcal/mol. The LUMO energy comes out at 0.0 eV.

***

5.
This record from the OMol25 dataset describes C5H7NO as an isolated structure. The level of theory is ωB97M-V/def2-TZVPD.

Geometry as XYZ:
```
14
Properties=species:S:1:pos:R:3:forces:R:3
O 1.593525 -1.123502 -0.858074 -0.08 0.42 -0.18
C 1.052544 -0.289420 0.077861 -0.01 0.56 0.26
C 1.575026 0.855273 0.531120 0.17 -0.50 0.03
C -1.720897 0.721058 0.273819 -0.24 -0.03 0.14
C -1.353547 -0.362593 -0.691573 -0.12 0.05 -0.02
C -0.341550 -0.673144 0.459353 0.17 -0.17 0.03
N -0.962744 0.422733 1.260679 -0.46 -0.09 -0.13
H 2.363247 -0.668040 -1.220644 0.11 -0.25 -0.01
H 1.133443 1.292123 1.412709 -0.23 0.29 -0.30
H 2.451418 1.340595 0.130983 0.36 -0.31 -0.04
H -2.435716 1.539678 0.218484 0.02 -0.01 0.13
H -0.978877 -0.069726 -1.677433 0.11 -0.10 0.23
H -2.136202 -1.115796 -0.801049 0.08 0.00 -0.07
H -0.440660 -1.662762 0.918053 0.12 0.13 -0.08
```
Positions in Å, forces in eV/Å.

The relative energy (zero: lowest compared OMol25 entry of this formula, charge and spin) comes out at 56.22 kcal/mol. The LUMO energy comes out at 0.9 eV.

***

6.
This record from the OMol25 dataset describes one molecule with the formula C3H7N3O. The level of theory is ωB97M-V/def2-TZVPD.

Geometry as XYZ:
```
14
Properties=species:S:1:pos:R:3:forces:R:3
C 2.065362 -0.262360 -0.004019 -2.10 0.43 1.98
C 0.631498 1.802963 -0.270139 0.16 -1.32 2.29
C -1.019795 -1.259686 0.479080 2.09 -0.99 -1.21
N 1.321862 -1.323584 -0.447731 -1.43 -1.03 -1.15
N 0.709855 0.468822 0.318988 3.20 -0.53 0.12
N 0.038998 -0.571118 -0.391905 -0.47 -1.18 0.14
O 3.201205 -0.070767 0.306269 -0.52 0.28 -0.90
H 0.628627 1.746789 -1.293660 -1.01 0.24 -2.63
H -0.040839 2.391513 0.302256 -1.39 0.52 -0.36
H 1.536817 2.260963 -0.043117 2.02 0.73 0.56
H -0.604654 -1.881969 1.287575 0.40 -0.16 -0.56
H -1.572007 -0.565849 1.049747 -0.93 1.27 -0.18
H -1.585769 -1.864317 -0.248100 -0.15 0.29 0.72
H 1.452227 -2.077878 -1.173009 0.13 1.47 1.19
```
Positions in Å, forces in eV/Å.

As for the structure (SMILES): Cn1[nH]c(=O)n1C. The relative energy (zero: lowest compared OMol25 entry of this formula, charge and spin) comes out at 88.73 kcal/mol. The LUMO energy comes out at 0.9 eV.